This record from the OMol25 dataset describes a cluster of 11 separate species, C60H81N3O19 in total at a distorted geometry. The level of theory is ωB97M-V/def2-TZVPD.

XYZ file:
```
163
Properties=species:S:1:pos:R:3:forces:R:3
C -0.81273 6.95750 -0.88018 -0.93 -0.94 0.93
O -1.29448 5.62001 -0.54263 2.13 0.18 0.59
C -0.36447 5.06581 0.44608 -0.79 -1.29 -0.25
C -0.79393 3.64770 0.88884 -0.31 -0.77 -0.71
C -2.24291 3.55701 1.40134 0.03 -1.26 -0.44
N 0.13756 3.12947 1.89781 -0.39 0.79 0.49
H -0.98169 7.55089 0.02271 0.02 0.38 -0.29
H -1.44745 7.26406 -1.69661 0.03 0.43 -0.22
H 0.25069 7.00755 -1.12649 -0.07 -0.33 -0.19
H 0.67086 5.02454 0.07260 -0.28 0.07 -0.35
H -0.33296 5.65403 1.35721 -0.26 0.60 0.13
H -0.80397 2.91258 0.03016 0.26 1.03 0.27
H -2.93930 3.84180 0.61146 0.17 0.26 0.17
H -2.47833 4.08853 2.31483 0.23 0.36 0.19
H -2.47439 2.46821 1.58159 0.26 1.01 -0.13
H 1.07387 3.51267 1.92960 0.02 0.20 -0.30
H 0.23344 2.13670 1.82100 0.03 -0.55 -0.07
C 3.11270 -4.89937 1.44315 0.68 1.96 0.02
O 2.59537 -6.11019 1.08398 -0.92 -1.07 0.93
C 2.52822 -6.29918 -0.30383 1.09 -0.64 0.50
C 1.33828 -5.58737 -0.87554 -0.70 -1.59 -1.55
C 0.03086 -6.30219 -0.35980 0.46 2.33 0.71
N 1.47107 -5.77057 -2.36740 -1.23 0.50 0.76
H 4.16653 -4.84872 1.17708 0.26 0.38 -0.64
H 3.16085 -4.75297 2.49698 -0.39 -0.55 1.18
H 2.56002 -3.97205 1.12072 0.36 -0.87 -0.38
H 3.52717 -6.03110 -0.67853 -0.35 0.59 -0.62
H 2.50989 -7.39166 -0.50168 -0.55 0.56 0.18
H 1.27453 -4.55200 -0.58627 0.23 0.57 0.18
H 0.06431 -7.31457 -0.59687 -0.04 -1.82 -0.83
H -0.91573 -5.83960 -0.73081 0.78 -0.26 0.15
H 0.02963 -6.29018 0.75096 -0.02 0.31 -0.58
H 2.09428 -5.06412 -2.79096 -0.62 -0.47 0.50
H 0.50525 -5.61596 -2.70046 0.92 0.07 -0.47
C -1.94683 -4.86314 3.26756 -0.96 -0.11 0.51
O -3.07156 -4.01561 3.02078 1.55 0.90 0.64
C -4.16180 -4.54465 2.38639 -1.43 -1.27 -1.12
C -5.07763 -3.45248 1.85489 0.38 1.44 0.70
C -5.24577 -2.24394 2.86358 0.13 -0.81 -1.11
N -6.35224 -3.97953 1.41492 -1.18 -0.19 1.38
H -2.12978 -5.60702 4.05816 -0.20 0.22 -0.16
H -1.18734 -4.19231 3.60623 0.66 0.25 0.22
H -1.63552 -5.38549 2.38267 0.14 -0.20 -0.67
H -3.84338 -5.21476 1.56197 -0.17 0.27 0.16
H -4.77557 -5.15533 3.04768 0.00 -0.32 0.46
H -4.65757 -3.07123 0.94500 0.69 0.52 -0.47
H -4.32893 -1.67414 2.99830 0.03 -0.12 -0.10
H -5.59399 -2.57534 3.83974 -0.12 -0.08 0.08
H -5.99141 -1.58748 2.39831 0.08 -0.01 0.31
H -6.89577 -3.17146 1.10123 0.19 -0.31 -0.38
H -6.87591 -4.21538 2.28133 0.31 -0.28 -0.67
O -4.76173 -0.08207 -2.80282 0.12 -0.08 -0.51
C -3.79577 -1.03038 -3.04559 -0.38 -0.30 -1.51
C -3.65323 -1.58603 -4.34085 0.65 -0.33 0.47
C -2.71505 -2.62603 -4.62934 -1.35 2.07 -0.23
C -1.93321 -3.17993 -3.66871 -0.20 0.47 1.38
O -0.98598 -4.16512 -3.96738 -0.36 1.29 0.17
C -2.14203 -2.64067 -2.38713 0.93 -0.92 0.52
C -2.99099 -1.57646 -2.08068 0.16 -1.12 1.17
H -4.53318 0.60846 -2.14650 0.39 -0.70 0.06
H -4.26465 -1.21766 -5.14483 -0.11 0.21 -0.17
H -2.51241 -2.86284 -5.64240 -0.28 -0.44 -0.94
H -0.34574 -3.67325 -4.53070 -0.04 -0.89 0.30
H -1.61357 -3.13161 -1.56860 0.03 0.28 0.02
H -3.12800 -1.34054 -1.01953 0.22 0.20 -0.47
O 0.44569 1.98510 4.50132 -0.55 0.15 0.16
C -0.40903 0.95429 4.72321 -0.34 -1.59 0.87
C -1.66283 0.90899 4.08658 1.66 -1.22 1.20
C -2.44231 -0.19837 4.38459 -1.72 -0.31 -0.86
C -2.05227 -1.29398 5.14348 -0.38 -0.04 -0.02
O -2.73255 -2.47330 5.38037 -0.83 0.28 -0.64
C -0.86221 -1.23730 5.78995 1.27 0.70 0.42
C -0.05641 -0.12224 5.62002 -0.08 1.07 -1.22
H -0.11576 2.64206 4.03793 0.93 0.02 -0.17
H -1.91383 1.59670 3.30134 -0.34 0.37 0.17
H -3.44271 -0.16724 3.96410 0.03 -0.33 -0.10
H -2.98038 -2.87371 4.52901 -0.22 0.06 0.11
H -0.61752 -2.08429 6.43402 0.29 0.38 -0.17
H 0.90549 -0.13514 6.08287 0.52 0.37 0.27
O 1.37113 -3.21900 -4.89206 0.12 -0.14 -0.89
C 2.19452 -2.84482 -3.85512 0.82 0.69 -1.16
C 1.66813 -2.48175 -2.61889 -1.09 -1.30 -1.58
C 2.51119 -2.14174 -1.60056 1.48 -0.99 1.33
C 3.92809 -2.19332 -1.76521 -1.18 -0.03 -1.07
O 4.75229 -2.03051 -0.67258 -1.07 0.51 -0.46
C 4.41741 -2.46810 -3.07118 -0.13 0.35 1.01
C 3.54993 -2.77982 -4.13175 0.63 -0.22 0.86
H 1.91686 -3.36673 -5.70459 -0.76 0.17 1.09
H 0.60576 -2.76545 -2.54733 0.42 0.73 0.64
H 2.13008 -2.16807 -0.57464 -0.03 0.55 -0.30
H 4.17906 -1.58083 -0.00769 0.82 -0.29 -0.23
H 5.48476 -2.43249 -3.20909 0.21 -0.14 -0.14
H 3.92658 -3.09822 -5.12905 -0.15 0.45 0.86
O -2.50942 3.67389 -2.31438 2.44 0.98 0.24
C -1.36479 2.89719 -2.63999 -0.71 -1.07 -0.59
C -1.48418 1.47912 -2.72583 0.13 0.55 -0.77
C -0.37307 0.60612 -3.02256 -2.26 3.28 0.49
C 0.81060 1.31257 -3.13618 1.58 -1.55 -0.53
O 2.04400 0.66613 -3.32382 -0.11 0.08 0.02
C 0.93192 2.68220 -3.17726 -0.69 0.71 0.02
C -0.16738 3.50202 -3.01583 -0.65 -0.65 0.93
H -2.07305 4.54110 -1.96950 -1.30 -1.69 -0.28
H -2.52196 1.12563 -2.76081 0.71 -0.21 0.36
H -0.62303 -0.42328 -3.20031 0.58 -0.40 0.09
H 1.96277 -0.28416 -3.18835 -0.32 -0.31 -0.07
H 1.88386 3.14866 -3.31306 0.46 -0.15 -0.28
H -0.11684 4.57314 -3.08608 0.23 0.31 0.00
O 8.44805 3.55490 -0.26775 -0.32 -0.16 0.75
C 7.30876 3.36460 0.51532 0.87 0.38 -1.41
C 6.96721 2.11697 0.95402 0.51 -0.47 0.12
C 5.79399 1.92937 1.63725 0.10 1.03 -0.65
C 4.88158 2.97609 1.73943 -1.38 0.26 0.53
O 3.61062 2.87123 2.33589 0.94 -0.94 -0.25
C 5.17309 4.22370 1.21223 2.11 0.37 -0.34
C 6.47321 4.43491 0.64870 -1.91 -0.35 0.50
H 9.01073 2.81568 -0.02939 0.46 -0.03 -0.28
H 7.60623 1.25534 0.74149 -0.10 0.27 0.16
H 5.68300 0.93645 1.92017 -1.09 -1.43 0.94
H 3.42475 1.91431 2.47748 0.14 0.80 -0.20
H 4.45529 5.03306 1.27301 0.03 -0.12 0.04
H 6.83944 5.33318 0.19299 -0.36 0.63 0.03
O -7.79527 3.03782 2.78709 -0.79 0.40 -0.03
C -6.87623 2.62929 1.88317 1.24 0.94 -0.58
C -6.34423 1.35866 1.79757 -0.07 -0.40 0.79
C -5.29657 1.01297 0.95773 -0.57 1.69 -0.80
C -4.79985 2.01905 0.14081 0.50 -0.14 -0.27
O -3.78562 1.71624 -0.76612 -1.04 -1.14 1.02
C -5.32102 3.31291 0.19133 -1.01 -0.69 0.22
C -6.38385 3.63729 1.02332 0.66 -2.72 0.08
H -7.84378 2.48603 3.56206 0.08 -0.52 0.19
H -6.70465 0.58710 2.45574 -0.34 -0.16 0.22
H -5.02868 -0.00009 0.82164 0.61 -0.84 0.08
H -3.54445 2.49386 -1.25423 0.48 1.15 -0.56
H -5.00483 4.00687 -0.54323 0.43 0.73 -0.54
H -6.92144 4.52310 0.93679 -0.48 1.65 0.10
O 5.30106 6.35692 -2.96797 -1.10 -0.02 1.15
C 4.89705 5.07089 -2.71876 -2.39 1.72 1.24
C 5.55075 3.96455 -3.10613 1.82 -0.26 -0.55
C 5.20667 2.72954 -2.65277 -2.67 -0.69 1.59
C 4.11915 2.58573 -1.74801 1.13 0.08 -1.50
O 3.76158 1.32345 -1.31714 0.08 -0.22 0.12
C 3.39190 3.69597 -1.39935 0.31 0.85 0.40
C 3.73294 4.93033 -1.93473 -0.28 1.57 0.39
H 5.83792 6.46999 -3.72628 0.90 -0.27 -1.19
H 6.45418 4.14590 -3.64468 0.54 -0.35 -0.65
H 5.57856 1.80677 -2.98885 1.13 -0.83 -0.45
H 3.24158 0.87095 -2.02227 0.03 0.42 0.13
H 2.66055 3.67381 -0.60731 -0.49 -0.33 -0.15
H 3.10979 5.85200 -1.66498 1.18 -1.37 -0.36
O -1.84158 -1.71758 0.91468 -0.16 -0.25 0.01
C -0.55027 -1.25060 1.00883 -0.69 -0.32 0.10
C -0.29427 -0.17649 0.17388 1.45 -0.11 0.41
C 0.99767 0.42584 0.18668 -0.49 -0.21 0.25
C 2.00846 -0.08445 1.03622 -1.69 -1.12 0.55
O 3.30163 0.35240 1.09281 -0.18 0.28 -0.77
C 1.64229 -1.15911 1.90696 0.62 -0.08 0.37
C 0.38378 -1.76514 1.90923 0.53 1.66 -1.23
H -1.94867 -2.61457 1.25163 0.15 0.07 0.33
H -1.12075 0.07654 -0.48490 0.40 0.48 0.05
H 1.15538 1.31621 -0.43378 0.18 -0.46 0.14
H 3.50078 0.87072 0.25052 -0.11 -0.40 0.63
H 2.35006 -1.55676 2.66619 -0.18 0.54 -0.80
H 0.14129 -2.54958 2.58692 -0.11 -0.45 0.40
```
Positions in Å, forces in eV/Å.

## Properties
E_tot (eV): -106902.84732
Kohn-Sham gap (eV): 8.1

=====

This record from the OMol25 dataset describes a structure of composition C3INS at a distorted geometry. The level of theory is ωB97M-V/def2-TZVPD.

XYZ file:
```
6
Properties=species:S:1:pos:R:3:forces:R:3
C 0.16251 -1.12821 0.13324 3.79 1.53 -0.34
C 1.43909 -0.89853 0.04371 -4.33 -0.16 0.34
C -0.30432 0.21157 0.02840 0.63 1.08 -0.38
N 0.42838 1.32052 -0.10833 -1.63 -2.87 0.45
S 2.01873 0.70893 -0.08706 -0.24 0.02 -0.08
I -3.74440 -0.21428 -0.00996 1.78 0.39 0.02
```
Positions in Å, forces in eV/Å.

## Properties
E_tot (eV): -23527.69043
Kohn-Sham gap (alpha / beta) (eV): 5.2 / 5.1
Relative energy (zero: lowest compared OMol25 entry of this formula, charge and spin) (kcal per mole): 110.71

=====

This record from the OMol25 dataset describes a structure of composition C38H51CeO2P3S2Sb at a distorted geometry. The level of theory is ωB97M-V/def2-TZVPD.

XYZ file:
```
98
Properties=species:S:1:pos:R:3:forces:R:3
Ce -18.44840 5.56473 4.05443 -0.91 0.68 0.10
S -20.64626 6.69870 5.58482 0.57 0.12 -0.50
P -21.17111 7.11501 3.61788 0.54 -1.60 1.70
C -20.20426 5.97810 2.80400 0.71 0.44 -0.35
P -19.94246 5.12631 1.34129 -0.74 0.14 1.41
S -18.24533 4.08525 1.74249 -0.16 -0.32 -0.02
C -19.71993 6.19911 -0.06332 0.51 0.05 -0.56
C -18.44835 6.25645 -0.60022 1.06 -1.60 1.27
C -18.15775 6.98430 -1.69500 0.61 1.58 -1.90
C -19.13754 7.75572 -2.26461 -2.41 0.84 -0.14
C -20.46683 7.75917 -1.75534 1.15 -0.54 0.06
C -20.72122 6.96685 -0.64803 -1.19 -0.09 0.67
C -21.35757 4.01616 1.07685 1.58 1.34 -0.95
C -21.04487 2.68376 0.92349 1.43 -0.08 1.19
C -21.98860 1.76468 0.58890 -0.70 0.58 -0.51
C -23.24844 2.25004 0.29786 -0.70 0.71 -0.04
C -23.56297 3.61469 0.38072 0.76 0.01 0.23
C -22.57827 4.55948 0.73886 -1.72 -1.68 -0.08
C -20.84996 8.82786 3.31229 -0.61 1.08 0.14
C -20.08148 9.19728 2.22244 -0.19 -0.33 -0.53
C -19.88276 10.52770 1.95467 0.24 2.30 1.69
C -20.36539 11.51063 2.88013 -0.08 -0.90 -0.48
C -21.18489 11.16003 3.96645 0.78 0.20 -0.76
C -21.40548 9.81389 4.16239 -0.54 -1.45 1.01
C -22.92068 6.74069 3.51386 1.06 0.77 -0.21
C -23.77470 7.71587 3.06239 -1.26 -1.00 -0.14
C -25.12513 7.35610 3.02736 0.83 -0.20 0.93
C -25.55569 6.15073 3.59607 -0.11 0.81 -0.73
C -24.68099 5.20754 4.11644 -0.31 -0.09 -0.12
C -23.34850 5.52046 3.98282 0.52 -1.40 0.97
H -17.63242 5.67894 -0.15909 -0.40 0.08 -0.02
H -17.18175 7.03182 -2.18092 -0.07 -0.29 0.53
H -18.98949 8.41683 -3.10571 0.47 -0.18 -0.19
H -21.26807 8.31088 -2.24055 0.27 0.04 0.16
H -21.71329 6.92338 -0.16481 0.48 0.26 -0.66
H -20.01361 2.40813 1.19373 -0.61 -0.16 -0.38
H -21.72898 0.74831 0.47003 0.07 -0.99 -0.02
H -24.03239 1.59343 -0.02150 -0.25 -0.38 -0.05
H -24.57314 3.93432 0.17946 -0.08 0.07 -0.14
H -22.87688 5.59444 0.78020 0.30 0.13 0.20
H -19.66437 8.43960 1.56937 0.03 -0.03 0.01
H -19.21207 10.90446 1.19084 -0.18 -0.37 -0.23
H -20.07994 12.55252 2.78371 -0.07 -0.09 -0.32
H -21.56460 11.94202 4.63306 0.12 -0.52 -0.19
H -21.97310 9.44112 5.05326 0.43 0.52 -0.88
H -23.40918 8.67044 2.75255 -0.01 0.45 -0.23
H -25.83144 8.08188 2.71072 -0.68 0.33 -0.39
H -26.60851 6.02225 3.54855 -0.79 -0.48 0.33
H -25.00443 4.27025 4.62041 0.18 0.85 -0.63
H -22.62435 4.78836 4.35398 -0.07 0.50 -0.23
C -21.25275 3.06702 5.88937 0.23 1.14 0.29
P -19.38255 3.22911 5.80419 -0.83 -1.71 0.14
C -18.91908 1.53364 5.21924 1.16 0.35 -0.22
C -18.98620 3.12469 7.60663 0.54 1.66 -0.11
H -21.57673 4.05621 6.28896 0.05 -0.76 0.07
H -21.63732 2.23992 6.49983 0.40 0.21 0.01
H -21.74273 3.01713 4.91861 0.40 -0.21 -0.28
H -19.24032 0.75247 5.88206 -0.26 -0.25 0.55
H -17.82928 1.40802 5.05881 -0.38 0.33 0.40
H -19.31598 1.30920 4.25102 -0.61 0.13 -0.67
H -19.74673 2.58813 8.15944 0.05 -0.29 0.06
H -19.00459 4.18278 7.92921 -0.35 -0.33 0.15
H -17.95580 2.84468 7.87690 -0.48 -0.44 -0.47
C -15.25002 6.78645 6.07847 1.08 -0.97 -0.44
C -14.56836 5.45616 6.44882 -0.03 -0.35 -1.30
C -14.44457 5.16851 7.90844 0.29 0.15 1.24
Sb -15.54078 3.87231 5.18782 -0.22 0.33 1.27
C -14.33939 3.88975 3.47192 1.04 0.73 -0.32
C -14.89263 2.86640 2.52335 0.97 -2.02 -0.74
C -13.93887 5.17902 2.73374 -1.45 0.45 0.70
C -14.48827 2.14056 6.11279 -0.38 0.85 0.17
C -15.28007 1.79151 7.38451 -0.28 -1.53 0.28
C -14.10887 1.01734 5.15559 -0.30 -0.23 -0.90
H -14.76215 7.65139 6.51624 -0.16 0.11 0.52
H -16.29906 6.71858 6.32096 -0.44 0.47 0.14
H -15.09805 6.92295 5.00464 -0.36 -0.01 -0.03
H -13.58702 5.41600 6.00245 0.56 0.22 -0.21
H -15.45738 5.23999 8.35121 0.60 -0.25 0.27
H -13.76785 5.90578 8.42182 -0.80 -0.25 -0.51
H -13.94180 4.20682 8.15112 -0.70 0.35 -0.28
H -13.42673 3.50433 3.92332 0.28 -0.23 -0.13
H -15.67942 3.22828 1.87984 -0.25 0.33 -0.11
H -15.28293 1.96033 3.05291 0.20 0.67 -0.51
H -14.05766 2.48003 1.83780 -1.10 0.51 0.80
H -14.83396 5.75845 2.40971 0.72 -0.40 0.35
H -13.46018 4.87144 1.83117 0.78 -0.08 -0.64
H -13.28631 5.82497 3.33801 -0.11 -0.19 -0.25
H -13.58376 2.64079 6.45744 0.22 0.13 -0.15
H -16.12426 1.08370 7.18442 0.58 0.51 -0.08
H -15.73625 2.65813 7.87921 0.35 -0.06 -0.14
H -14.64434 1.26351 8.14291 -0.38 0.48 -0.61
H -15.01481 0.45583 4.80686 0.88 0.18 0.45
H -13.32616 0.35969 5.52908 -0.44 -0.43 0.78
H -13.56766 1.33320 4.24234 -0.63 0.47 0.33
O -16.73477 6.58065 2.81032 0.80 0.40 -0.41
C -16.80054 7.72558 3.37332 -0.20 -0.69 -0.84
O -17.68385 7.88175 4.21832 -0.93 0.73 1.39
H -16.14029 8.56614 3.09755 0.04 -0.36 -0.06
```
Positions in Å, forces in eV/Å.

## Properties
E_tot (eV): -113327.39153
Kohn-Sham gap (alpha / beta) (eV): 7.0 / 7.0
Charge: +1

=====

This record from the OMol25 dataset describes a structure of composition C3H5N3 at a distorted geometry. The level of theory is ωB97M-V/def2-TZVPD.

XYZ file:
```
11
Properties=species:S:1:pos:R:3:forces:R:3
N 1.60319 -0.67753 1.01447 0.33 0.31 0.69
C 0.43365 -0.16668 0.40923 0.39 -0.36 -0.05
N -0.40281 0.77100 0.85559 0.16 -0.35 0.40
N -1.33901 0.91946 -0.10901 0.62 -0.37 0.34
C -1.25580 0.26826 -1.25250 1.37 -0.82 1.16
C 0.26958 -0.82962 -0.76198 -3.82 3.14 -2.65
H 2.37400 -0.03923 1.09505 -0.03 0.15 0.40
H 1.47873 -1.31122 1.78507 0.01 0.24 0.18
H -2.11347 1.52263 0.18134 0.40 -0.29 -0.39
H -2.20667 0.55248 -1.82909 1.73 -1.31 0.00
H 1.15859 -1.00956 -1.38818 -1.15 -0.33 -0.08
```
Positions in Å, forces in eV/Å.

## Properties
E_tot (eV): -7657.98363
Kohn-Sham gap (eV): 9.4
Relative energy (zero: lowest compared OMol25 entry of this formula, charge and spin) (kcal per mole): 103.12